{"formula": "C8H19INP", "method": "ωB97M-V/def2-TZVPD", "elements": ["C", "C", "C", "C", "C", "C", "C", "C", "N", "P", "I", "H", "H", "H", "H", "H", "H", "H", "H", "H", "H", "H", "H", "H", "H", "H", "H", "H", "H", "H"], "coordinates": [[1.6741, -0.8064, 1.0746], [-0.0085, -0.9447, 2.8289], [-0.5736, -2.0208, 0.6350], [-1.9243, 0.0317, -1.5571], [-0.9611, 2.4035, -1.1400], [0.6198, 0.7083, -1.6487], [0.1779, -0.8149, 1.3040], [-0.7440, 0.8906, -0.9757], [3.0351, 3.6590, 0.4394], [-0.7543, 0.7177, 0.8794], [1.5254, 2.7575, 1.3635], [2.1673, -0.6038, 1.9577], [2.0147, -1.7947, 0.8382], [2.0146, 0.0553, 0.3577], [0.2451, -1.8509, 3.3293], [-1.0881, -0.7538, 3.2680], [0.6441, -0.2240, 3.1700], [-0.0912, -2.2319, -0.2094], [-0.6152, -3.0068, 1.2796], [-1.7156, -1.8430, 0.4337], [-2.9354, 0.1550, -1.0406], [-2.1469, 0.5294, -2.5111], [-1.6657, -0.9837, -1.5170], [-0.0368, 2.8280, -1.1855], [-1.4315, 2.7375, -0.1658], [-1.6087, 2.5242, -2.1103], [0.5573, 1.0539, -2.7926], [1.4204, 1.2660, -1.2876], [0.8735, -0.3112, -1.7728], [3.7329, 2.9282, 0.5416]], "gap_ev": [7.568, 7.548], "fmax_ev_per_a": 5.21, "total_charge": 0, "e_tot_ev": -27477.8422, "multiplicity": 3}